17
Properties=species:S:1:pos:R:3 method="wB97M-V/def2-TZVPD" energy_ev=-12384.37822 e_lumo_ev=0.43 mol_weight_g_mol=128.13 orbital_gap_ev=9.188 e_homo_ha=-0.322
C -0.796 -1.223 -0.004
C -0.814 1.245 0.024
C 0.063 0.012 0.041
C -0.252 -2.626 -0.022
C -0.199 2.644 0.145
N -2.048 -0.961 -0.048
N -2.078 0.988 -0.027
O -3.133 -1.536 -0.054
O -3.179 1.516 -0.036
H 0.742 0.009 1.012
H 0.846 -0.138 -0.770
H 0.721 -2.796 0.461
H -0.073 -2.829 -1.134
H -0.854 -3.456 0.296
H -0.575 3.212 -0.804
H 0.823 2.432 0.129
H -0.578 3.157 1.035